1.
C53H51AsFIrN2P | ωB97M-V/def2-TZVPD

Last column: Mulliken charge in e.
Atoms and positions in Å:
Ir -0.360 0.068 -0.466  2.9532
C 2.540 -1.218 -3.242  -1.1628
C 1.425 -1.808 -2.383  1.8899
C 1.928 -2.685 -1.260  0.4341
C 2.918 -3.621 -1.528  -0.7755
C 3.483 -4.376 -0.512  -1.3530
C 3.125 -4.129 0.800  -0.5939
C 2.145 -3.193 1.124  0.7759
C 1.978 -2.851 2.599  -0.5743
C 3.266 -2.305 3.220  -1.3254
C 1.476 -2.555 0.060  -0.4074
N 0.312 -1.776 0.324  1.6408
C -0.477 -2.199 1.267  -1.0226
C -1.419 -1.293 1.785  0.0689
C -2.308 -1.286 2.857  -1.1776
C -2.785 0.021 2.959  -1.4109
C -2.179 0.761 1.941  -0.6232
N -1.343 -0.024 1.245  1.1302
H 2.137 -0.476 -3.934  -0.0416
H 3.022 -1.987 -3.846  0.6485
H 3.313 -0.750 -2.629  0.2308
H 0.725 -2.360 -3.012  -0.2679
H 0.825 -0.977 -1.971  -1.7379
H 3.248 -3.768 -2.548  0.4437
H 4.234 -5.120 -0.742  0.4362
H 3.624 -4.659 1.603  0.5259
H 1.668 -3.749 3.142  0.4519
H 1.197 -2.112 2.759  0.0932
H 4.078 -3.031 3.185  0.3754
H 3.094 -2.044 4.265  0.4916
H 3.601 -1.405 2.705  0.1861
H -0.347 -3.192 1.684  0.7873
H -2.553 -2.125 3.488  0.6033
H -3.475 0.409 3.689  0.4922
H -2.283 1.809 1.729  0.2898
C 6.787 -0.252 -0.432  -0.8564
C 5.812 -1.190 -0.137  -1.0849
C 4.481 -0.804 -0.037  -0.5614
C 4.112 0.520 -0.233  -0.3770
C 5.100 1.463 -0.525  -0.7656
C 6.427 1.076 -0.625  -0.7760
As 2.269 1.123 0.010  1.8917
C 2.294 1.943 1.760  0.0955
C 1.075 2.351 2.293  0.3613
C 1.031 2.995 3.521  -0.9227
C 2.204 3.214 4.228  -0.8120
C 3.420 2.790 3.707  -0.7732
C 3.469 2.159 2.472  -0.7393
C 2.410 2.667 -1.175  -0.0402
C 2.085 3.950 -0.757  -0.4251
C 2.073 4.996 -1.676  -0.7451
C 2.474 4.784 -2.986  -0.8653
C 2.850 3.507 -3.391  -0.8021
C 2.810 2.460 -2.492  0.0848
H 7.825 -0.550 -0.508  0.4089
H 6.076 -2.229 0.018  0.4779
H 3.741 -1.551 0.191  1.2255
H 4.842 2.504 -0.671  0.5596
H 7.184 1.815 -0.853  0.4423
H 0.158 2.161 1.749  0.2283
H 0.080 3.318 3.928  0.5092
H 2.172 3.712 5.188  0.4011
H 4.334 2.952 4.264  0.4448
H 4.421 1.833 2.072  0.3408
H 1.783 4.130 0.268  0.4451
H 1.968 6.006 -1.303  0.4843
H 2.451 5.593 -3.705  0.3835
H 3.177 3.331 -4.408  0.4769
H 3.116 1.472 -2.820  0.4176
F -0.901 -5.115 -4.836  -0.3695
C -1.167 -4.122 -3.970  0.3796
C -1.413 -2.855 -4.459  -0.8496
C -1.683 -1.840 -3.553  0.0842
C -1.702 -2.073 -2.177  -0.7981
C -2.035 -0.949 -1.240  -1.1220
C -1.476 -3.375 -1.732  -0.1348
C -1.202 -4.406 -2.618  -0.7662
H -1.399 -2.679 -5.526  0.4861
H -1.893 -0.844 -3.929  0.2797
H -2.595 -1.324 -0.382  1.0845
H -2.693 -0.287 -1.787  0.7954
H -1.530 -3.598 -0.674  0.3283
H -1.030 -5.419 -2.280  0.4931
C -3.330 1.879 -0.968  -2.0805
P -1.517 1.937 -1.297  1.4795
C -1.387 1.846 -3.101  -0.1727
C -2.398 2.273 -3.959  -0.6570
C -2.219 2.206 -5.333  -0.9181
C -1.023 1.731 -5.859  -0.9084
C -0.006 1.317 -5.011  -0.6078
C -0.193 1.371 -3.638  1.6738
C -1.309 3.721 -0.932  0.8727
C -1.681 4.192 0.330  -0.5470
C -1.724 5.547 0.594  -1.0470
C -1.441 6.459 -0.410  -0.6660
C -1.070 6.003 -1.664  -0.7492
C -0.924 4.641 -1.897  -0.6549
H -3.738 2.881 -1.082  0.6722
H -3.538 1.521 0.038  0.4111
H -3.843 1.219 -1.663  0.5963
H -3.330 2.657 -3.562  0.4241
H -3.012 2.527 -5.995  0.4466
H -0.884 1.690 -6.932  0.4229
H 0.929 0.952 -5.417  0.4840
H 0.612 1.056 -2.982  -1.1730
H -1.976 3.508 1.115  0.4898
H -2.008 5.891 1.580  0.4872
H -1.531 7.521 -0.221  0.4080
H -0.835 6.712 -2.448  0.4649
H -0.762 4.311 -2.915  0.3501

Properties
Total charge ... +1
ΔE to the lowest compared entry with this formula, charge and spin ... 0.0 kcal/mol
Orbital gap ... 7.29 eV
HOMO level ... -10.4132 eV
LUMO energy ... -3.125 eV

---

2.
C53H51Br2N6O2TaTe | ωB97M-V/def2-TZVPD

Last column: Mulliken charge in e.
Atoms and positions in Å:
Ta 1.678 -1.930 1.215  1.9428
C 2.060 -4.184 -0.956  -1.1183
C 3.401 -3.674 -1.607  -0.8960
C 3.396 -2.204 -1.753  0.5583
C 4.094 -1.614 -2.812  -1.0773
C 4.347 -0.256 -2.796  -0.7665
C 3.734 0.490 -1.759  -0.7732
C 2.888 -0.113 -0.868  -0.3991
N 2.773 -1.482 -0.802  0.9094
N 1.993 -4.096 0.554  0.0239
C 0.766 -4.885 0.945  -1.2852
C 0.080 -4.309 2.151  0.9418
C -0.396 -4.989 3.288  -0.7573
C -1.260 -4.383 4.210  -0.8066
C -1.864 -3.180 3.823  -0.7211
C -1.412 -2.524 2.681  -0.4366
N -0.253 -2.920 2.078  0.8713
C 3.227 -4.744 1.140  -1.6727
C 4.295 -3.797 1.467  0.5398
C 5.566 -4.231 1.891  -1.1968
C 6.575 -3.315 2.107  -0.4569
C 6.331 -1.931 1.864  -1.1394
C 5.036 -1.548 1.547  -0.2763
N 4.013 -2.443 1.384  0.5897
H 1.816 -5.205 -1.252  0.6919
H 1.242 -3.548 -1.366  0.2151
H 3.545 -4.030 -2.670  0.6857
H 4.311 -4.058 -1.077  0.2247
H 4.489 -2.329 -3.552  0.5041
H 4.908 0.221 -3.586  0.5072
H 3.965 1.527 -1.634  0.5971
H 2.268 0.499 -0.196  0.2973
H 0.987 -5.973 1.063  0.3851
H 0.122 -4.785 0.022  0.4254
H -0.103 -6.020 3.335  0.5693
H -1.466 -4.761 5.219  0.4794
H -2.736 -2.735 4.322  0.4684
H -1.914 -1.640 2.292  0.4139
H 3.621 -5.421 0.416  0.7562
H 2.935 -5.304 2.026  0.8657
H 5.727 -5.332 1.899  0.4822
H 7.450 -3.688 2.584  0.5142
H 7.112 -1.210 2.019  0.4943
H 4.833 -0.515 1.334  0.5344
Br 3.097 -3.536 5.955  -0.1330
C 2.441 -1.861 5.380  -0.2340
C 2.238 -0.806 6.304  -0.3650
C 1.676 0.403 5.944  -0.3053
Br 0.767 1.274 7.357  -0.1574
C 1.569 0.790 4.609  0.8932
C 1.083 2.015 4.142  -0.9502
C 0.751 2.123 2.789  -1.1808
C 0.889 1.052 1.925  0.9301
N 1.278 -0.177 2.383  -0.0101
C 1.721 -0.273 3.681  0.1924
C 2.077 -1.638 4.044  -0.1511
O 2.080 -2.543 3.114  0.4999
H 2.341 -0.994 7.359  0.4853
H 0.870 2.838 4.828  0.4397
H 0.376 3.057 2.419  0.6097
H 0.658 1.092 0.830  -0.5970
C -1.749 6.255 -6.561  -1.5231
C -1.839 5.272 -5.404  0.3804
C -0.778 4.477 -4.998  -0.9991
C -0.836 3.614 -3.886  1.0539
C 0.415 2.846 -3.439  -1.3361
C -2.078 3.358 -3.347  0.1620
Te -2.412 1.580 -2.019  0.6292
N -0.853 0.608 -0.735  -0.1680
C -0.643 -0.641 -0.689  -0.0891
O 0.329 -1.056 0.146  -0.6727
C -1.227 -1.702 -1.613  1.1755
C -1.169 -1.461 -3.000  -0.4230
C -1.653 -2.417 -3.932  -1.1974
C -2.328 -3.525 -3.453  -0.6947
C -2.507 -3.690 -2.067  -0.5789
C -1.939 -2.810 -1.170  -0.3648
C -3.271 2.699 -0.351  0.0223
C -4.555 2.302 0.206  0.9783
C -5.234 1.043 -0.208  -1.5113
C -5.036 3.069 1.252  -0.9652
C -4.421 4.218 1.752  0.4070
C -4.914 4.936 2.962  -1.5716
C -3.211 4.617 1.162  -0.7200
C -2.615 3.890 0.109  1.2194
C -1.211 4.323 -0.318  -1.4194
C -3.199 4.150 -3.689  0.9080
C -4.544 4.143 -2.913  -1.2402
C -3.041 5.095 -4.734  -1.0637
H -1.780 5.718 -7.537  0.3251
H -0.812 6.782 -6.490  0.3961
H -2.584 6.958 -6.604  0.3614
H 0.166 4.542 -5.497  0.4726
H 1.300 3.216 -3.981  0.4393
H 0.350 1.778 -3.544  0.2958
H 0.565 3.035 -2.392  0.2365
H -0.686 -0.543 -3.318  0.5955
H -1.449 -2.306 -4.992  0.4903
H -2.639 -4.322 -4.127  0.4318
H -3.095 -4.537 -1.594  0.3998
H -2.030 -2.990 -0.110  0.5143
H -4.635 0.175 -0.012  0.2585
H -5.386 1.056 -1.302  0.3057
H -6.192 0.908 0.300  0.4726
H -5.893 2.628 1.757  0.3766
H -4.190 4.754 3.744  0.3528
H -5.888 4.618 3.276  0.4045
H -4.861 6.015 2.805  0.3820
H -2.696 5.520 1.490  0.5007
H -0.723 4.822 0.515  0.5664
H -1.197 5.092 -1.100  0.3457
H -0.638 3.457 -0.642  -0.2490
H -4.398 4.309 -1.833  0.2014
H -5.038 3.210 -2.973  0.2963
H -5.244 4.897 -3.318  0.4416
H -3.902 5.767 -4.838  0.3119

Properties
Total charge ... +3
ΔE to the lowest compared entry with this formula, charge and spin ... 0.0 kcal/mol
Orbital gap (spin up / spin down) ... 5.94 / 6.16 eV
Spin multiplicity ... 2
HOMO level (spin up / spin down) ... -14.0269 / -14.2520 eV
LUMO energy (spin up / spin down) ... -8.087 / -8.092 eV

---

3.
C53H51F2N4O5PS4SiSr | ωB97M-V/def2-TZVPD

Last column: Mulliken charge in e.
Atoms and positions in Å:
Sr 0.010 0.296 -1.012  2.6226
O -2.828 -1.251 -2.408  -0.8072
S -1.749 -0.395 -2.799  1.1388
O -0.420 -1.008 -2.763  -0.4258
O -1.731 0.924 -2.144  -0.7334
C -1.960 0.123 -4.488  0.1294
C -3.116 -0.109 -5.208  -0.6695
C -3.258 0.488 -6.450  -0.6677
C -2.256 1.323 -6.931  -0.7285
C -1.109 1.564 -6.189  -0.1473
C -0.944 0.964 -4.944  -0.5654
P 0.568 1.192 -3.877  2.6599
C 1.678 0.415 -5.144  0.2344
C 1.860 -0.966 -5.033  -0.6677
C 2.639 -1.654 -5.952  -0.7187
C 3.257 -0.973 -6.991  -0.6043
C 3.088 0.399 -7.106  -0.7753
C 2.302 1.088 -6.193  -0.3372
C 0.856 2.985 -4.128  0.2660
C -0.229 3.857 -4.040  -0.9504
C -0.035 5.227 -3.967  -0.8733
C 1.251 5.745 -3.973  -0.5958
C 2.339 4.887 -4.033  -0.9747
C 2.145 3.517 -4.096  -0.1466
H -3.882 -0.743 -4.779  0.5774
H -4.149 0.314 -7.041  0.3699
H -2.375 1.798 -7.898  0.3992
H -0.350 2.232 -6.574  0.3631
H 1.380 -1.496 -4.220  0.3459
H 2.764 -2.726 -5.851  0.4997
H 3.871 -1.506 -7.707  0.3609
H 3.573 0.939 -7.911  0.4020
H 2.184 2.158 -6.300  0.3409
H -1.235 3.457 -3.997  0.2760
H -0.890 5.885 -3.880  0.4014
H 1.407 6.815 -3.894  0.3660
H 3.346 5.286 -4.003  0.3933
H 3.000 2.854 -4.094  0.5353
S -0.924 2.134 1.766  -0.1179
C -1.461 1.115 3.017  -0.4848
N -1.025 1.347 4.321  0.5760
C -1.436 0.460 5.374  -0.6651
C -2.888 0.096 5.159  -0.9347
N -2.993 -0.576 3.890  0.7576
C -4.188 -1.370 3.724  -1.5864
C -4.160 -2.638 4.535  0.6677
C -5.338 -3.209 5.011  -0.6573
C -5.316 -4.404 5.715  -0.5234
C -4.112 -5.044 5.966  -0.4123
C -2.931 -4.479 5.503  -0.6145
C -2.955 -3.288 4.794  0.3928
C -2.384 0.054 2.778  -0.1148
S -2.705 -0.519 1.213  -0.4943
C 0.022 2.298 4.653  -1.9286
C -0.535 3.521 5.352  0.6366
C -1.312 4.438 4.642  -0.1691
C -1.861 5.537 5.282  -0.7067
C -1.652 5.738 6.642  -0.3267
C -0.881 4.834 7.354  -0.5651
C -0.325 3.734 6.710  -0.3194
H -1.317 0.968 6.334  0.4365
H -0.834 -0.462 5.382  0.2179
H -3.496 1.015 5.190  0.2739
H -3.234 -0.582 5.943  0.4843
H -4.232 -1.613 2.658  0.4162
H -5.089 -0.787 3.970  0.2048
H -6.283 -2.714 4.816  0.3601
H -6.245 -4.836 6.068  0.3526
H -4.094 -5.978 6.515  0.3644
H -1.985 -4.974 5.691  0.4100
H -2.040 -2.849 4.415  0.0851
H 0.505 2.579 3.717  0.5864
H 0.750 1.804 5.305  0.4757
H -1.467 4.261 3.584  0.4286
H -2.454 6.248 4.718  0.3802
H -2.081 6.599 7.141  0.3515
H -0.709 4.984 8.414  0.3478
H 0.288 3.039 7.274  0.3427
C 2.518 -4.526 2.096  -0.9095
Si 0.848 -4.372 1.245  0.3762
C 0.032 -6.089 1.180  -1.2796
C -0.304 -3.226 2.168  -0.7479
N 1.198 -3.920 -0.442  0.6934
C 2.466 -4.009 -1.099  -0.3396
C 3.098 -5.242 -1.246  0.0242
C 4.207 -5.397 -2.058  -0.8541
C 4.701 -4.316 -2.774  -0.6542
C 4.094 -3.078 -2.642  -0.6795
C 3.006 -2.934 -1.805  0.0708
F 2.481 -1.708 -1.702  0.4589
H 2.387 -4.902 3.114  0.3595
H 2.996 -3.545 2.164  0.1862
H 3.200 -5.199 1.572  0.3335
H -0.334 -6.386 2.166  0.3518
H 0.721 -6.865 0.835  0.2970
H -0.825 -6.075 0.502  0.3688
H -0.288 -3.485 3.232  0.2223
H -1.332 -3.303 1.807  0.3369
H 0.003 -2.184 2.064  0.0944
H 2.689 -6.091 -0.711  0.3945
H 4.678 -6.367 -2.150  0.3899
H 5.553 -4.432 -3.430  0.3999
H 4.453 -2.213 -3.185  0.5519
S 4.029 -0.621 2.015  -0.5668
C 2.573 -0.453 1.329  -0.1340
N 1.520 -0.331 0.832  -0.3531
O 0.065 -3.867 -2.457  -0.4277
C 0.127 -3.847 -1.271  -0.1449
O -2.743 3.547 -1.459  -0.7612
H -2.428 2.707 -1.829  0.3695
H -2.504 3.464 -0.525  0.3194
F 4.591 5.335 -0.982  -0.4567
C 3.640 4.340 -0.938  0.6464
C 2.355 4.654 -0.553  -0.9106
C 1.400 3.638 -0.532  -1.2809
C 1.675 2.306 -0.883  0.9112
C 3.007 2.072 -1.265  -0.3538
C 3.994 3.058 -1.292  -0.8766
H 2.110 5.672 -0.266  0.4375
H 0.392 3.910 -0.223  0.2862
H 3.308 1.060 -1.546  0.2490
H 5.019 2.838 -1.573  0.3798

Properties
Total charge ... -2
Orbital gap (spin up / spin down) ... 5.85 / 4.82 eV
HOMO level (spin up / spin down) ... -1.9928 / -0.9818 eV
LUMO energy (spin up / spin down) ... 3.861 / 3.836 eV

---

4.
C53H52BaBrNOPS3Si | ωB97M-V/def2-TZVPD

Last column: Mulliken charge in e.
Atoms and positions in Å:
Ba 14.172 13.446 11.019  1.0132
C 14.714 11.713 16.785  -0.6929
C 15.999 12.550 16.675  -0.9754
S 16.049 14.002 15.569  0.2374
C 15.818 15.427 16.677  -0.7531
C 14.371 15.650 17.142  -0.8504
S 13.064 15.210 15.966  0.1534
C 11.818 14.329 16.930  -0.7028
C 11.998 12.785 16.878  -0.6298
S 13.354 12.339 15.752  0.2248
H 14.901 10.687 16.451  0.4134
H 14.438 11.689 17.878  0.2272
H 16.364 12.863 17.658  0.4263
H 16.773 11.858 16.319  0.3581
H 16.535 15.363 17.546  0.3719
H 16.121 16.249 16.047  0.3071
H 14.197 15.048 18.048  0.2853
H 14.267 16.696 17.439  0.4702
H 11.809 14.744 17.950  0.4077
H 10.858 14.568 16.441  0.2836
H 12.283 12.380 17.851  0.2884
H 11.062 12.336 16.451  0.3124
Br 12.754 16.432 10.205  -0.0826
C 10.982 16.269 10.965  0.5850
C 10.170 17.366 10.685  -0.8049
C 8.845 17.341 11.169  -0.5069
C 8.371 16.293 11.937  -0.9038
C 9.190 15.172 12.226  1.0693
C 8.739 14.109 13.020  -0.8910
C 9.599 13.079 13.334  -1.0264
C 10.888 13.064 12.802  -1.2771
C 11.425 14.073 12.045  1.4457
C 10.567 15.153 11.777  -0.5956
H 10.533 18.206 10.118  0.4269
H 8.172 18.169 10.928  0.3289
H 7.320 16.304 12.256  0.2939
H 7.672 14.112 13.292  0.2607
H 9.243 12.213 13.907  0.4353
H 11.480 12.178 13.005  0.6442
C 10.364 10.406 10.217  -1.0436
Si 11.841 11.050 9.189  0.4430
C 12.294 10.211 7.517  -1.2916
C 11.441 12.852 8.797  -0.3703
N 13.297 11.071 10.291  0.8193
C 13.696 9.850 10.730  -0.4349
C 13.088 8.556 10.453  -0.1783
C 13.429 7.417 11.110  -0.7575
C 14.447 7.394 12.043  -0.7428
C 15.181 8.556 12.259  -0.1809
C 14.872 9.741 11.582  -0.3980
O 15.668 10.826 11.748  0.5347
C 17.046 10.642 11.997  -0.1887
C 17.814 9.934 11.050  0.2018
C 19.152 9.661 11.307  -0.7488
C 19.763 10.100 12.471  -0.5678
C 19.009 10.816 13.356  -0.3715
C 17.650 11.144 13.141  -0.4520
H 9.543 9.892 9.710  0.4698
H 9.918 11.354 10.620  0.1272
H 10.753 9.817 11.092  0.2940
H 11.628 9.389 7.266  0.4772
H 13.335 9.834 7.546  0.2967
H 12.259 10.896 6.613  0.3416
H 10.423 12.837 8.409  0.5069
H 12.008 13.284 7.972  0.0694
H 11.434 13.479 9.712  -0.3155
H 12.313 8.527 9.662  0.1326
H 12.855 6.492 10.887  0.2963
H 14.679 6.489 12.598  0.3647
H 16.068 8.573 12.938  0.2997
H 17.331 9.602 10.158  0.5712
H 19.681 9.029 10.599  0.3705
H 20.814 9.942 12.705  0.3867
H 19.525 11.135 14.272  0.3194
H 17.132 11.759 13.890  0.2373
C 20.975 11.470 7.765  -0.5317
C 19.853 11.679 6.987  -0.5760
C 18.842 12.526 7.417  -0.5388
C 18.984 13.254 8.601  0.2976
C 20.188 13.125 9.356  -0.0516
C 21.185 12.233 8.929  -0.7664
P 17.509 13.860 9.503  1.3251
C 16.235 14.037 8.225  -0.2098
C 15.601 15.267 7.974  -0.1553
C 14.595 15.368 6.974  -0.5782
C 14.189 14.202 6.284  -0.7784
C 14.799 12.952 6.619  -0.9365
C 15.782 12.880 7.600  -0.0071
C 18.066 15.548 9.880  -0.0865
C 19.231 16.114 9.351  -0.3388
C 19.658 17.366 9.773  -0.8155
C 18.932 18.049 10.746  -0.7802
C 17.766 17.535 11.317  0.7182
C 17.065 18.187 12.348  -1.1627
C 15.961 17.569 12.912  -0.9214
C 15.589 16.264 12.508  -0.5127
C 16.221 15.569 11.455  1.3800
C 17.330 16.221 10.912  -1.3857
H 21.734 10.703 7.519  0.3146
H 19.680 11.099 6.065  0.3757
H 17.928 12.686 6.804  0.4127
H 20.276 13.704 10.300  0.3901
H 22.156 12.252 9.451  0.3419
H 15.879 16.180 8.508  0.4170
H 14.152 16.346 6.711  0.3760
H 13.398 14.271 5.544  0.3910
H 14.536 12.101 6.012  0.4652
H 16.183 11.900 7.832  0.5869
H 19.814 15.532 8.615  0.3806
H 20.578 17.814 9.313  0.3107
H 19.244 19.036 11.061  0.3639
H 17.420 19.143 12.712  0.3032
H 15.400 18.086 13.708  0.4680
H 14.745 15.824 13.060  0.4201

Properties
Total charge ... -1
Orbital gap (spin up / spin down) ... 5.98 / 6.01 eV
HOMO level (spin up / spin down) ... -4.0062 / -4.0063 eV
LUMO energy (spin up / spin down) ... 1.976 / 1.999 eV

---

no.,electronic energy (eV)
1,-134448.482
2,-217731.571
3,-138768.588
4,-179751.678